1.
{"formula": "C30H47BO2P2Yb", "method": "ωB97M-V/def2-TZVPD", "elements": ["Yb", "C", "C", "C", "C", "C", "C", "H", "H", "H", "C", "H", "H", "H", "C", "H", "H", "H", "C", "H", "H", "H", "C", "H", "H", "H", "C", "C", "C", "C", "C", "C", "C", "C", "H", "H", "H", "H", "H", "H", "H", "H", "H", "H", "H", "H", "P", "P", "C", "C", "H", "H", "H", "H", "C", "H", "H", "H", "C", "H", "H", "H", "C", "H", "H", "H", "C", "H", "H", "H", "O", "B", "O", "C", "C", "C", "C", "C", "C", "H", "H", "H", "H"], "xyz": [[-0.31256, 1.64384, -3.02000], [-1.97503, 1.55024, 0.57474], [-2.37777, 0.68621, -0.47036], [-1.73752, -0.60153, 1.31509], [-1.59741, 0.75882, 1.68613], [-2.22825, -0.64481, -0.01463], [-2.06469, 3.02722, 0.58311], [-2.47890, 3.43604, -0.34849], [-1.08051, 3.49384, 0.72345], [-2.70076, 3.39920, 1.40518], [-1.17509, 1.22957, 3.01737], [-1.31221, 2.30905, 3.11419], [-0.11786, 1.00771, 3.20431], [-1.75041, 0.76148, 3.82343], [-1.43530, -1.75245, 2.18331], [-1.83113, -1.62808, 3.20590], [-0.34867, -1.90732, 2.27023], [-1.86148, -2.68221, 1.78233], [-2.62639, -1.87866, -0.71488], [-3.52480, -2.33539, -0.27872], [-1.84253, -2.64017, -0.67193], [-2.85240, -1.70082, -1.76939], [-3.12882, 1.08443, -1.69883], [-4.21139, 0.97860, -1.51197], [-2.93094, 0.43942, -2.57322], [-3.00090, 2.14594, -1.96359], [3.37451, 3.06194, -4.10518], [2.31238, 3.85395, -4.23647], [1.39310, 3.87392, -5.41649], [1.02111, 2.46539, -5.89984], [0.94796, 1.42436, -4.80439], [2.01274, 0.52001, -4.67767], [3.37294, 0.74366, -5.28493], [3.97440, 2.17015, -5.16177], [1.83741, 4.37344, -6.29674], [1.74011, 2.10991, -6.64931], [0.47589, 4.41336, -5.12744], [3.88164, 2.66091, -6.14928], [4.06135, 3.24775, -3.25397], [2.21421, 4.71643, -3.55252], [5.05737, 2.05274, -4.92625], [4.05225, 0.03536, -4.80318], [1.81254, -0.56077, -4.57577], [3.39054, 0.46334, -6.35419], [0.01607, 2.46847, -6.35951], [-0.12992, 1.04300, -4.90774], [2.84393, 1.66673, -0.57170], [2.55880, -1.98003, -1.64400], [3.74560, 0.74837, -2.00579], [3.96843, -0.79300, -1.96275], [4.74593, 1.20947, -2.11101], [3.22440, 0.98415, -2.94350], [4.44505, -1.15690, -2.90047], [4.66385, -1.01097, -1.12604], [2.99030, -3.66617, -2.17164], [2.06177, -4.19138, -2.43342], [3.48790, -4.13556, -1.31071], [3.65788, -3.60509, -3.04700], [1.00486, -1.48395, -2.45001], [0.84875, -2.19058, -3.29490], [1.15352, -0.40486, -2.75691], [0.11704, -1.50591, -1.79489], [3.93386, 3.13883, -0.37344], [3.35360, 4.06876, -0.37861], [4.74815, 3.19569, -1.11300], [4.34734, 2.96663, 0.63440], [1.50922, 2.57903, -1.57536], [1.63825, 2.12008, -2.61189], [1.87397, 3.60132, -1.73732], [0.49405, 2.64017, -1.09819], [1.72732, -0.63767, 0.84620], [2.22262, -1.79977, 0.22153], [2.67124, -2.76191, 1.15578], [2.73596, -2.04616, 2.32427], [3.32419, -2.42679, 3.52955], [3.38488, -1.45435, 4.53852], [2.88967, -0.15260, 4.33434], [2.27356, 0.21696, 3.11411], [2.20653, -0.75948, 2.13239], [3.72818, -3.43748, 3.61930], [3.83499, -1.73157, 5.49623], [2.99198, 0.59880, 5.13556], [1.88355, 1.22325, 2.91483]], "multiplicity": 2, "s_squared": 0.757, "charge": 1, "total_energy_ev": -86739.1998, "largest_force_ev_per_a": 4.31, "de_lowest_kj_mol": 517.6, "e_homo_ev": [-7.81, -7.81]}

---

2.
{"formula": "C2H5FS", "method": "ωB97M-V/def2-TZVPD", "elements": ["C", "C", "F", "S", "H", "H", "H", "H", "H"], "xyz": [[-0.02831, 0.67819, 0.55971], [-0.85101, -0.49991, 0.39061], [-0.99495, -1.38874, 1.38091], [0.50616, -2.00827, -1.63748], [-0.04346, 1.26026, 1.51547], [-0.23974, 1.44581, -0.29978], [1.02116, 0.39758, 0.47326], [-1.83429, -0.43614, -0.11915], [0.98225, -0.73311, -1.35406]], "multiplicity": 1, "charge": 0, "total_energy_ev": -15704.6435, "largest_force_ev_per_a": 2.87, "de_lowest_kj_mol": 261.7, "e_homo_ev": [-9.15, -8.85]}